No. 1
Density functional theory data (wB97M-V/def2-TZVPD) for C5H8O in the gas phase in a non-equilibrium geometry.

The geometry in XYZ format:
```
14
C5H8O | OMol25 | wB97M-V/def2-TZVPD
C -1.74 -1.63 1.64
C -1.04 -0.58 1.15
C 0.02 -0.09 0.40
C 0.13 0.22 -1.05
C 1.26 1.25 -1.30
O 2.41 0.91 -0.58
H -1.17 0.08 2.03
H -2.53 -1.40 2.36
H -1.48 -2.67 1.51
H 0.45 -0.74 -1.49
H -0.80 0.50 -1.56
H 1.53 1.28 -2.36
H 0.90 2.25 -1.04
H 2.07 0.64 0.29
```

- energy above the lowest of the compared OMol25 structures with the same formula, charge and spin (kcal/mol) = 117.8
- energy (eV) = -7357.14901

Mulliken population analysis, charges in e, atoms 1 to 5:
1. C -0.7221
2. C -0.2301
3. C -0.1666
4. C -0.0819
5. C -0.4547


No. 2
Density functional theory data (wB97M-V/def2-TZVPD) for a 2-piece molecular cluster, C24H26F6N3OS2 overall in a non-equilibrium geometry.

The geometry in XYZ format:
```
62
C24H26F6N3OS2 | OMol25 | wB97M-V/def2-TZVPD
O 1.75 0.07 0.60
C 1.67 -1.10 1.00
N 0.49 -1.67 1.39
C -0.79 -0.99 1.25
C -1.44 -1.34 -0.09
C -1.97 -2.78 -0.20
C -3.24 -2.67 -1.06
C -3.56 -1.17 -1.17
N -2.55 -0.45 -0.38
N 2.73 -2.00 1.10
C 4.05 -1.78 0.72
C 4.93 -2.88 0.62
C 6.25 -2.67 0.22
C 7.18 -3.84 0.03
F 8.46 -3.53 0.41
F 6.80 -4.93 0.76
F 7.24 -4.23 -1.28
C 6.73 -1.39 -0.06
C 5.86 -0.31 0.07
C 6.40 1.07 -0.20
F 5.46 2.05 -0.02
F 7.45 1.36 0.63
F 6.86 1.18 -1.49
C 4.53 -0.49 0.44
H 0.50 -2.61 1.78
H -1.45 -1.33 2.07
H -0.66 0.10 1.34
H -0.66 -1.18 -0.87
H -1.21 -3.41 -0.67
H -2.21 -3.17 0.79
H -3.05 -3.07 -2.06
H -4.07 -3.21 -0.62
H -3.56 -0.82 -2.22
H -4.56 -0.92 -0.77
H -2.17 0.33 -0.93
H 2.47 -2.95 1.35
H 4.58 -3.88 0.83
H 7.76 -1.25 -0.37
H 3.86 0.35 0.50
C -6.64 2.14 -2.13
C -6.61 1.73 -0.79
C -5.44 1.83 -0.05
C -4.24 2.23 -0.67
C -2.94 2.08 0.00
S -1.54 2.39 -0.94
C -0.39 3.28 0.15
C -1.05 3.90 1.37
C -1.53 2.81 2.31
S -2.87 1.74 1.66
C -4.29 2.71 -2.00
C -5.48 2.64 -2.73
H -7.56 2.05 -2.72
H -7.51 1.33 -0.33
H -5.43 1.56 1.01
H 0.41 2.57 0.41
H 0.01 4.05 -0.52
H -0.31 4.50 1.89
H -1.88 4.55 1.08
H -0.71 2.12 2.57
H -1.96 3.22 3.23
H -3.39 3.12 -2.46
H -5.49 2.98 -3.77
```

- total charge = +1
- energy (eV) = -69797.95107

Mulliken population analysis, charges in e, atoms 1 to 5:
1. O -0.6791
2. C 0.6199
3. N -0.1016
4. C -0.7624
5. C 0.3474


No. 3
Density functional theory data (wB97M-V/def2-TZVPD) for C2H7N5O as an isolated structure in a non-equilibrium geometry.

The geometry in XYZ format:
```
15
C2H7N5O | OMol25 | wB97M-V/def2-TZVPD
C -0.05 -0.30 -0.01
C 2.28 -0.61 -0.21
H -3.36 -0.66 1.05
H -2.55 0.28 -0.72
H -0.83 -1.93 0.27
H 0.92 1.36 0.09
H -1.58 2.29 0.26
H 3.00 -1.52 -0.79
H 3.66 0.46 0.17
N -2.77 -0.77 -0.11
N -1.20 -1.02 0.12
N -0.01 1.11 0.28
N 1.02 -1.01 -0.19
N 2.65 0.58 0.18
O -1.17 1.75 -0.38
```

- energy above the lowest of the compared OMol25 structures with the same formula, charge and spin (kcal/mol) = 144.8
- energy (eV) = -11678.93017

Mulliken population analysis, charges in e, atoms 1 to 5:
1. C 0.3737
2. C 0.0609
3. H 0.2651
4. H 0.3405
5. H 0.2362


No. 4
Density functional theory data (wB97M-V/def2-TZVPD) for a 2-piece molecular cluster, C3H3NO2 overall in a non-equilibrium geometry.

The geometry in XYZ format:
```
9
C3H3NO2 | OMol25 | wB97M-V/def2-TZVPD
C -0.92 -0.12 0.06
C 0.21 -0.91 -0.60
C 0.18 0.78 0.58
N 1.17 0.08 -0.18
O -2.09 -0.03 0.05
O 0.69 1.41 -0.48
H 0.40 -1.89 0.07
H 0.14 -1.02 -1.72
H 0.22 1.70 2.21
```

- energy above the lowest of the compared OMol25 structures with the same formula, charge and spin (kcal/mol) = 187.0
- energy (eV) = -8737.02021

Mulliken population analysis, charges in e, atoms 1 to 5:
1. C 0.3508
2. C -0.1932
3. C 0.0992
4. N -0.2911
5. O -0.4758


No. 5
Density functional theory data (wB97M-V/def2-TZVPD) for a 6-piece molecular cluster, C14H40O6 overall in a non-equilibrium geometry.

The geometry in XYZ format:
```
60
C14H40O6 | OMol25 | wB97M-V/def2-TZVPD
C 0.55 -2.79 -2.00
O -0.35 -2.74 -0.93
H 0.10 -3.45 -2.73
H 1.47 -3.29 -1.71
H 0.76 -1.84 -2.50
H -0.01 -3.26 -0.17
C -1.10 0.06 1.69
O -1.88 -0.33 0.55
H -1.44 1.08 1.91
H 0.03 0.02 1.57
H -1.45 -0.53 2.50
H -1.49 -1.13 0.22
C 1.87 -1.89 1.17
C 1.55 -3.28 1.72
C 0.13 -3.40 2.30
O 1.74 -4.19 0.89
H 2.83 -2.00 0.69
H 2.02 -1.14 1.93
H 1.14 -1.51 0.45
H 2.31 -3.44 2.49
H 0.06 -2.70 3.10
H -0.15 -4.35 2.79
H -0.64 -3.26 1.60
H 2.67 -4.11 0.63
C -4.50 1.38 -3.54
C -3.13 1.02 -2.96
C -3.07 -0.41 -2.51
O -2.16 1.17 -3.76
H -4.50 2.38 -3.93
H -5.24 1.32 -2.74
H -4.68 0.70 -4.37
H -2.82 1.72 -2.18
H -2.07 -0.77 -2.13
H -3.47 -1.18 -3.23
H -3.71 -0.56 -1.62
H -2.36 2.00 -4.12
C 2.04 2.10 4.24
C 2.13 2.04 2.74
C 1.28 3.08 2.10
O 3.25 1.93 2.15
H 0.99 1.82 4.40
H 2.16 3.07 4.67
H 2.68 1.34 4.76
H 1.61 1.14 2.53
H 1.16 3.07 1.04
H 1.53 4.13 2.38
H 0.29 3.04 2.58
H 3.84 1.30 2.63
C 1.76 0.72 -0.82
C 0.53 1.04 -1.64
C -0.01 2.46 -1.44
O 0.58 0.74 -2.87
H 2.63 1.37 -0.98
H 2.15 -0.27 -1.10
H 1.52 0.84 0.27
H -0.32 0.37 -1.37
H -0.43 2.58 -0.45
H -0.83 2.70 -2.06
H 0.75 3.23 -1.56
H -0.30 0.85 -3.24
```

- SMILES = CC(C)O.CC(C)O.CC(C)O.CC(C)O.CO.CO
- energy above the lowest of the compared OMol25 structures with the same formula, charge and spin (kcal/mol) = 128.1
- energy (eV) = -27446.55107

Mulliken population analysis, charges in e, atoms 1 to 5:
1. C -0.5959
2. O -0.4953
3. H 0.3142
4. H 0.2214
5. H 0.2250


No. 6
Density functional theory data (wB97M-V/def2-TZVPD) for C4H5N in the gas phase in a non-equilibrium geometry.

The geometry in XYZ format:
```
10
C4H5N | OMol25 | wB97M-V/def2-TZVPD
C -0.81 -0.21 2.33
C -0.40 -0.03 0.70
C 0.18 0.60 -0.30
C 0.55 -0.07 -1.60
N -0.71 -1.25 1.59
H -1.32 0.06 3.22
H 0.37 1.66 -0.09
H 1.54 0.20 -1.91
H -0.01 0.30 -2.36
H 0.62 -1.24 -1.59
```

- SMILES = C/C=C1C=N/1
- energy above the lowest of the compared OMol25 structures with the same formula, charge and spin (kcal/mol) = 105.9
- energy (eV) = -5714.25278

Mulliken population analysis, charges in e, atoms 1 to 5:
1. C -0.1180
2. C -0.0232
3. C 0.0000
4. C -1.0037
5. N -0.4063


> Look up the energy of the fourth one.

-8737.02021 eV